A molecular structure, C40H39AsF5IN5O7RbS3 in a non-equilibrium geometry. Source: the OMol25 dataset; level of theory: ωB97M-V with the def2-TZVPD basis set.

Structure (XYZ):
```
102
Properties=species:S:1:pos:R:3:forces:R:3
Rb 0.1405 -0.6378 0.1737 0.6 1.5 -0.3
C 2.5975 3.3936 -2.3470 0.0 0.0 0.0
C 3.0836 3.6437 -0.9484 -0.1 0.0 0.0
C 4.3487 4.1580 -0.6971 0.1 0.0 0.0
C 4.8069 4.3344 0.6012 0.0 0.1 -0.1
C 3.9948 3.9797 1.6651 -0.1 0.0 0.0
C 2.7115 3.4847 1.4551 0.0 0.0 0.0
C 1.8236 3.1009 2.6045 0.0 0.0 0.0
C 2.2642 3.3431 0.1426 0.0 0.1 0.0
N 0.9527 2.8614 -0.1100 -0.2 0.0 0.0
C -0.0181 3.6758 -0.1221 0.2 -0.1 -0.1
C 0.0718 5.1648 0.1092 0.0 0.0 0.0
C -1.3912 3.1406 -0.4270 0.0 0.0 0.1
C -2.1689 3.8942 -1.4763 0.0 0.0 0.0
N -1.7943 2.1325 0.2223 0.0 -0.1 0.0
C -3.0896 1.5975 0.0065 0.0 0.0 0.0
C -4.0276 1.7860 1.0272 0.0 0.0 0.0
C -3.6571 2.5853 2.2455 0.0 0.0 0.0
C -5.2849 1.2148 0.8937 0.0 0.0 0.0
C -5.6068 0.4654 -0.2295 0.0 0.0 0.0
C -4.6614 0.2844 -1.2242 0.0 0.0 0.0
C -3.3887 0.8385 -1.1267 0.0 0.0 0.0
C -2.3543 0.5177 -2.1704 -0.1 0.0 0.1
H 3.4011 3.5572 -3.0656 0.0 0.0 0.0
H 1.7663 4.0565 -2.6096 0.0 0.0 0.0
H 2.2342 2.3696 -2.4597 0.0 0.0 0.0
H 4.9936 4.3952 -1.5367 0.0 0.0 0.0
H 5.8096 4.7041 0.7786 0.0 0.0 0.0
H 4.3614 4.0689 2.6820 0.0 0.0 0.0
H 2.4216 2.8717 3.4867 0.0 0.0 0.0
H 1.2317 2.2189 2.3629 0.0 0.0 0.0
H 1.1339 3.9112 2.8670 0.0 0.0 0.0
H 1.0934 5.4556 0.3382 0.0 0.0 0.0
H -0.5790 5.4511 0.9401 0.0 0.0 0.0
H -0.2640 5.7147 -0.7725 0.0 0.0 0.0
H -1.5462 4.0409 -2.3617 0.0 0.0 0.0
H -2.4486 4.8820 -1.1019 0.0 0.0 0.0
H -3.0717 3.3581 -1.7561 0.0 0.0 0.0
H -2.7147 2.2322 2.6673 0.0 0.0 0.0
H -4.4344 2.5103 3.0062 0.0 0.0 0.0
H -3.5160 3.6429 2.0048 0.0 0.0 0.0
H -6.0121 1.3497 1.6870 0.0 0.0 0.0
H -6.5863 0.0118 -0.3201 0.0 0.0 0.0
H -4.8943 -0.3254 -2.0899 0.0 0.0 0.0
H -2.7949 0.4974 -3.1688 0.0 0.0 0.0
H -1.9781 -0.4842 -1.9576 0.1 -0.1 -0.1
H -1.5083 1.2019 -2.1867 0.0 0.0 0.0
O -4.2291 -2.6860 2.1928 -0.1 0.1 0.0
As -2.4797 -2.7676 1.7978 -0.1 -0.1 0.0
O -1.7223 -3.1696 3.2056 0.0 -0.1 0.0
O -2.2268 -1.3403 1.0155 -0.3 -0.2 0.3
C -2.5345 -4.3720 0.6734 0.0 0.0 0.0
C -3.4832 -5.3026 1.0921 0.0 0.0 0.0
C -3.6312 -6.5228 0.4483 0.0 0.0 0.0
C -2.8252 -6.8320 -0.6343 0.0 0.0 0.0
C -1.8751 -5.9178 -1.0627 0.0 0.0 0.0
C -1.7248 -4.6986 -0.4151 0.0 0.0 -0.1
S -0.4725 -3.5903 -1.0519 -0.2 -0.2 0.1
O -1.2223 -2.5062 -1.6854 0.0 0.0 0.0
O 0.3135 -4.3619 -2.0029 0.1 0.0 0.0
O 0.2644 -3.1612 0.1301 0.0 -0.8 -0.2
H -4.5167 -1.8784 1.7444 0.0 0.0 0.0
H -4.1204 -5.0600 1.9320 0.0 0.0 0.0
H -4.3755 -7.2282 0.7987 0.0 0.0 0.0
H -2.9286 -7.7832 -1.1431 0.0 0.0 0.0
H -1.2216 -6.1329 -1.8971 0.0 0.0 0.0
N -1.5437 -3.1325 5.9906 -0.2 -0.2 -0.4
C -0.6841 -2.2476 6.4679 0.1 0.2 -0.2
S -0.1480 -2.1933 8.0434 0.0 0.0 0.0
C -0.2326 -1.3069 5.3917 0.0 -0.1 0.2
C 1.0994 -1.2236 5.0147 0.0 0.1 -0.1
C 1.3989 -0.6064 3.8060 -0.1 -0.2 0.1
N 0.4616 -0.1099 3.0004 0.1 0.6 0.2
C -0.7967 -0.0716 3.4323 0.2 -0.4 0.1
C -1.1842 -0.6524 4.6278 -0.2 0.0 -0.1
H -1.8721 -3.8489 6.6186 0.0 0.0 0.0
H -1.7282 -3.2147 4.9603 0.1 0.2 0.3
H 1.8697 -1.6892 5.6144 0.0 0.0 0.0
H 2.4152 -0.5631 3.4258 0.0 0.0 0.0
H -1.5362 0.2996 2.7329 0.0 0.1 0.1
H -2.2305 -0.7000 4.8993 0.0 0.0 0.0
N 0.7103 -1.7384 -3.6515 0.0 0.0 0.1
C 1.4670 -0.6418 -3.4113 0.0 -0.1 0.0
O 1.0214 0.4959 -3.4143 -0.1 0.0 0.0
C 2.9304 -0.8986 -3.1245 0.0 0.0 0.0
I 3.9793 -1.4458 -4.9133 0.0 0.0 0.0
H -0.2850 -1.6172 -3.5283 0.0 0.0 0.0
H 1.0265 -2.6416 -3.3181 0.0 0.0 0.0
H 3.0847 -1.7113 -2.4199 0.0 0.0 0.0
H 3.4016 0.0007 -2.7516 0.0 0.0 0.0
F 8.6714 3.0417 0.3515 0.0 0.0 0.0
C 7.5117 2.3502 0.3427 0.0 -0.1 0.0
C 6.9132 1.9846 -0.8471 0.0 0.0 0.0
F 7.4830 2.3510 -2.0124 0.0 0.0 0.0
C 5.7292 1.2746 -0.8439 0.0 0.0 0.0
F 5.2000 1.0042 -2.0518 0.0 0.0 0.0
C 5.0589 0.8833 0.3236 -0.1 0.1 0.1
S 3.5382 0.0740 0.3463 0.0 -0.1 -0.1
C 5.7165 1.2670 1.5046 0.1 0.0 0.0
F 5.1725 0.9786 2.6986 0.0 0.0 0.0
C 6.8976 1.9801 1.5252 0.0 -0.1 0.0
F 7.4597 2.3361 2.6978 0.0 0.0 0.0
```
Forces are in eV/Å.

Calculated values
Frontier orbital gap in Eh: 0.212
Charge: -2
Energy relative to the best compared isomer or geometry (same formula, charge and spin) in kcal/mol: 10.94
Lowest unoccupied orbital energy in hartree: 0.1250

***

A single C5H8O molecule. Source: the OMol25 dataset; level of theory: ωB97M-V with the def2-TZVPD basis set.

Structure (XYZ):
```
14
Properties=species:S:1:pos:R:3:forces:R:3
C 0.8548 -1.6094 -0.1397 -0.1 0.0 0.0
C 0.0008 -0.3729 -0.1264 0.1 -0.2 0.1
C 0.5477 1.0553 -0.0999 0.1 0.0 0.0
C -0.7504 1.4357 0.6452 -0.1 0.1 0.1
C -1.1759 -0.0316 0.7713 0.2 0.2 0.1
O -1.0491 -0.3597 -1.1275 -0.1 0.0 0.0
H 1.5465 -1.5989 0.7097 -0.1 0.0 -0.1
H 1.4462 -1.6674 -1.0612 -0.1 0.0 0.1
H 0.2344 -2.5084 -0.0627 0.1 0.1 0.0
H 1.4301 1.1367 0.5422 -0.1 0.0 -0.1
H 0.7631 1.5136 -1.0699 -0.1 -0.1 0.1
H -0.6020 1.8439 1.6521 0.0 0.0 -0.1
H -1.4706 2.0743 0.1257 0.1 -0.1 0.1
H -1.7757 -0.9113 -0.7590 0.1 -0.1 -0.3
```
Forces are in eV/Å.

Calculated values
Frontier orbital gap in Eh: 0.345
Energy relative to the best compared isomer or geometry (same formula, charge and spin) in kcal/mol: 105.75
Lowest unoccupied orbital energy in hartree: 0.0283

***

A single C10H16N2OS molecule in a non-equilibrium geometry. Source: the OMol25 dataset; level of theory: ωB97M-V with the def2-TZVPD basis set.

Structure (XYZ):
```
30
Properties=species:S:1:pos:R:3:forces:R:3
C -1.5656 2.6470 0.2811 3.0 -0.1 1.1
C -1.8554 1.5143 -0.3571 -2.1 -0.6 -1.4
C -0.2020 3.3002 0.4565 -2.4 2.3 0.1
C 1.0711 -2.8806 0.2963 2.3 1.0 1.5
C -0.1902 -2.1663 0.6564 -0.4 -0.6 -1.9
C 1.9368 -2.3129 -0.8390 -4.3 3.4 1.7
C 0.2310 -0.7498 1.0247 -2.3 2.2 -2.0
C 2.3061 -0.9109 -0.3431 0.7 2.2 -3.3
C 1.1345 0.0442 0.0121 0.2 -3.2 0.5
C -3.3308 1.1149 -0.4503 1.0 -1.1 -1.0
N -1.2375 0.9222 -1.4354 1.1 -0.1 0.0
N 0.7143 2.8359 -0.3022 2.0 -1.8 -1.4
O -0.2041 4.3269 1.1707 0.1 -0.6 0.5
S 0.1981 0.4131 -1.6715 0.4 0.8 2.7
H -2.3101 3.1280 0.8713 -0.8 0.3 0.1
H 1.6265 -2.7564 1.2613 0.4 -0.6 -0.7
H 0.9386 -3.8836 0.1386 -0.6 -2.7 -0.3
H -0.7576 -2.2228 -0.3266 -0.2 0.5 1.3
H -0.6990 -2.8267 1.4210 0.2 1.4 -0.6
H 2.7026 -2.9013 -1.1306 2.6 -1.8 -0.7
H 1.2811 -2.1292 -1.7204 0.3 -0.5 0.2
H -0.5983 -0.0534 1.1091 -0.9 -0.3 0.2
H 0.6320 -0.6187 1.9776 1.3 -0.4 1.6
H 3.0576 -0.8665 0.4303 0.1 -0.2 0.4
H 2.7286 -0.3094 -1.2113 0.5 -0.9 0.7
H 1.5646 0.9283 0.4825 -0.7 0.2 -0.5
H -3.2694 -0.0066 -0.7673 -1.0 1.9 1.0
H -3.7100 1.7104 -1.3221 -0.2 -0.7 0.9
H -3.7863 1.3743 0.5221 -0.3 -0.6 -0.7
H 1.5927 3.3354 -0.2350 -0.1 0.4 0.0
```
Forces are in eV/Å.

Calculated values
Frontier orbital gap (alpha / beta) in Eh: 0.205 / 0.205
Energy relative to the best compared isomer or geometry (same formula, charge and spin) in kcal/mol: 128.15
Lowest unoccupied orbital energy (alpha / beta) in hartree: -0.0905 / -0.0905

***

A molecular structure, C27H34F5N3Te2V in a non-equilibrium geometry. Source: the OMol25 dataset; level of theory: ωB97M-V with the def2-TZVPD basis set.

Structure (XYZ):
```
72
Properties=species:S:1:pos:R:3:forces:R:3
V -0.2805 1.3067 0.3194 0.1 -1.2 0.5
N 0.1914 0.8147 2.2981 0.0 -0.1 0.1
C 0.0752 -0.6130 2.7669 0.0 0.2 0.0
C -1.2342 -1.2405 2.3222 0.0 0.0 0.0
C -1.1459 -1.7998 0.9159 0.0 0.1 -0.1
N -1.0125 -0.7387 -0.1360 0.0 0.3 0.2
H 1.1494 1.1286 2.4632 0.0 0.0 0.0
H -0.3945 1.3840 2.9075 0.0 0.0 0.0
H 0.1774 -0.6198 3.8508 0.0 0.0 0.0
H 0.9210 -1.1539 2.3468 0.0 0.0 0.0
H -2.0568 -0.5212 2.4102 0.0 0.0 0.0
H -1.4713 -2.0594 3.0021 0.0 0.0 0.0
H -2.0174 -2.4123 0.6886 0.0 0.0 0.0
H -0.2657 -2.4359 0.8193 0.0 0.0 0.0
H -1.9355 -0.5721 -0.5286 0.0 -0.1 0.0
H -0.4535 -1.1551 -0.8892 0.0 -0.1 0.0
C 3.2826 -3.2847 -0.9256 0.0 -0.1 0.1
Te 1.3463 -3.2985 -1.8228 -0.1 0.1 -0.2
C 1.1800 -5.3083 -1.1327 0.1 0.0 0.1
C 2.5689 -5.6884 -0.6679 -0.1 -0.1 0.0
C 2.8503 -7.0116 -0.3325 0.0 0.0 0.0
C 4.1186 -7.3778 0.0814 0.0 0.0 0.0
C 5.1219 -6.4204 0.1651 0.0 0.0 0.0
C 4.8474 -5.1042 -0.1615 0.0 0.0 0.0
C 3.5707 -4.7296 -0.5782 0.1 0.1 0.0
H 3.2797 -2.6474 -0.0422 0.0 0.0 0.0
H 4.0023 -2.8847 -1.6365 0.0 0.0 0.0
H 0.8359 -5.9368 -1.9506 0.0 0.0 0.0
H 0.4519 -5.3660 -0.3256 0.0 0.0 0.0
H 2.0701 -7.7599 -0.4063 0.0 0.0 0.0
H 4.3293 -8.4101 0.3273 0.0 0.0 0.0
H 6.1189 -6.7037 0.4752 0.0 0.0 0.0
H 5.6315 -4.3585 -0.1014 0.0 0.0 0.0
F 1.6330 -0.3790 0.0741 0.1 0.1 0.1
C 1.3748 0.7078 -0.7451 0.8 0.4 -0.2
F 1.1353 0.2489 -1.9943 -0.1 -0.1 0.0
C 2.7008 1.4907 -0.7919 -0.3 -0.2 0.0
F 3.6616 0.7665 -1.3318 0.1 0.0 -0.1
F 3.0573 1.8113 0.4635 0.0 0.0 0.1
F 2.5497 2.6174 -1.4922 0.0 0.1 0.0
C 0.2831 4.8741 -1.2241 0.0 0.0 0.0
Te 0.2824 4.0341 0.7315 0.0 0.2 0.1
C 2.2506 4.6323 1.2214 0.1 0.0 0.0
H 1.2818 5.2755 -1.3742 0.0 0.0 0.0
H -0.4601 5.6640 -1.2486 0.0 0.0 0.0
H 0.0664 4.1123 -1.9659 0.0 0.0 0.0
H 2.2365 5.7189 1.1994 0.0 0.0 0.0
H 2.9554 4.2325 0.5032 0.0 0.0 0.0
H 2.4824 4.2891 2.2262 0.0 0.0 0.0
C -4.8027 1.2176 2.7399 0.0 0.0 -0.1
C -4.9651 0.7698 1.4293 0.0 0.0 0.1
C -4.0137 1.0634 0.4708 0.0 -0.1 0.0
C -2.8854 1.8039 0.8291 0.2 0.0 -0.5
C -2.7347 2.2826 2.1241 0.0 0.1 0.1
C -3.6997 1.9845 3.0802 0.0 0.0 0.0
N -1.8607 1.9800 -0.1731 -1.2 0.6 -0.3
C -2.1982 2.4955 -1.4568 0.1 -0.2 0.5
C -3.0987 3.5537 -1.5595 -0.1 0.1 0.0
C -3.3294 4.1134 -2.8035 0.0 0.0 0.0
C -2.6777 3.6170 -3.9301 0.0 0.0 0.0
C -1.7931 2.5512 -3.8189 0.0 0.0 0.0
C -1.5484 1.9846 -2.5779 0.0 0.0 -0.1
H -5.5522 0.9882 3.4851 0.0 0.0 0.0
H -5.8414 0.1988 1.1535 0.0 0.0 0.0
H -4.1444 0.7361 -0.5543 0.0 0.0 0.0
H -1.9210 2.9523 2.3744 0.0 0.0 0.0
H -3.5964 2.3764 4.0832 0.0 0.0 0.0
H -3.5978 3.9351 -0.6772 0.0 0.0 0.0
H -4.0216 4.9392 -2.8968 0.0 0.0 0.0
H -2.8720 4.0552 -4.8997 0.0 0.0 0.0
H -1.3034 2.1528 -4.6969 0.0 0.0 0.0
H -0.8859 1.1308 -2.4986 0.0 0.0 0.0
```
Forces are in eV/Å.

Calculated values
Spin multiplicity: 2
⟨S²⟩: 1.11
Frontier orbital gap (alpha / beta) in Eh: 0.153 / 0.214
Charge: +2
Lowest unoccupied orbital energy (alpha / beta) in hartree: -0.2955 / -0.2352